# C2HBrN2S

2 unconnected molecules or ions with the total composition C2HBrN2S (the ωB97M-V functional and the def2-TZVPD basis, the Open Molecules 2025 dataset).

Calculated values
**HOMO-LUMO gap**: 0.2811 Ha
**E_HOMO**: -8.82 eV
**SMILES string**: [S-][N+]#CBr.C#N
**Molecular weight**: 165.02 g/mol
**Energy above the lowest of the compared OMol25 structures with the same formula, charge and spin**: 61.75 kcal/mol

The geometry in XYZ format:
```
7
Properties=species:S:1:pos:R:3:forces:R:3
Br -2.442874 -0.818789 -0.078850 0.71 0.89 0.26
S 0.423526 2.600222 -0.146567 1.53 1.42 -0.59
N 0.497102 -2.008071 -0.080697 -1.64 -2.53 -0.23
N -0.390375 1.283664 -0.125793 -4.19 -3.22 2.57
C -1.200183 0.490659 0.325330 1.62 1.08 -2.23
C 1.285110 -1.214647 0.025148 0.88 1.38 0.07
H 1.827694 -0.333041 0.081430 1.09 0.97 0.14
```
Forces are in eV/Å.